Formula: C25H45BiF3O3P2S
Source: OMol25
Level of theory: ωB97M-V/def2-TZVPD

The HOMO energy (alpha / beta) comes out at -10.21 / -10.21 eV. As for the electronic energy: -2800.0004 hartree. As for the total charge: +1. The value obtained for the energy above the lowest of the compared OMol25 structures with the same formula, charge and spin is 0.0 kJ/mol. The LUMO energy (alpha / beta) comes out at -5.817 / -5.838 eV.

```
80
Properties=species:S:1:pos:R:3:forces:R:3
Bi -0.19915 -0.35607 -1.56052 0.6 0.2 2.4
C -2.44855 1.70499 0.80056 0.1 0.5 -0.1
C -2.85839 0.80749 -0.21184 -0.3 -0.1 -0.2
C -2.57999 -0.37303 1.72802 -0.4 -0.7 0.0
C -2.32898 0.98786 2.01408 0.2 0.4 0.5
C -2.95293 -0.48100 0.36894 -0.1 0.1 -0.3
C -2.21810 3.14340 0.60769 0.4 0.6 -0.1
H -1.83308 3.37038 -0.39171 -0.1 -0.1 0.1
H -1.49573 3.53724 1.32557 -0.1 -0.1 0.0
H -3.13015 3.73776 0.72583 -0.1 -0.1 0.0
C -2.06275 1.54813 3.34307 0.0 0.3 0.1
H -1.87750 2.61975 3.28106 0.0 -0.1 0.1
H -1.20804 1.07078 3.83353 0.1 0.0 0.0
H -2.92460 1.40488 4.00323 0.0 -0.1 0.0
C -2.53882 -1.48608 2.68301 0.5 -0.3 0.3
H -3.53087 -1.74751 3.06265 -0.1 0.1 -0.1
H -1.91185 -1.24813 3.54202 0.0 0.0 0.0
H -2.12324 -2.38663 2.21970 -0.1 0.1 0.0
C -3.41539 -1.71366 -0.29614 -0.1 -0.4 -0.2
H -4.50811 -1.78137 -0.29611 0.0 0.1 0.0
H -3.05778 -2.61167 0.20780 0.0 0.1 0.0
H -3.11036 -1.77498 -1.34450 0.0 0.1 0.1
C -3.20194 1.20135 -1.59795 -0.3 0.1 -0.4
H -4.18877 1.67625 -1.64009 0.0 0.0 0.2
H -3.24278 0.35434 -2.28151 -0.1 0.0 0.2
H -2.50538 1.93228 -2.01725 0.0 -0.1 0.2
C 1.58706 0.60677 -2.62717 -1.4 0.7 -0.5
C 0.32189 1.48020 -2.73268 1.6 -0.3 -0.8
C -0.34236 1.61418 -4.10809 0.4 1.2 -0.1
C -1.22705 0.48126 -4.66129 -0.3 0.4 0.2
C -1.29501 -0.75551 -3.78801 0.9 -0.6 -0.6
C -0.19244 -1.59821 -3.62425 -0.7 0.2 -1.1
C 1.09868 -1.35846 -4.40271 0.4 0.0 0.4
C 2.02855 -0.25371 -3.81991 0.8 0.4 -0.1
H 0.48427 1.86079 -4.80567 -0.5 -0.1 0.1
H -0.86208 0.25744 -5.67771 -0.3 -0.3 0.3
H -0.94313 2.54318 -4.05035 0.2 -0.5 -0.2
H 2.26171 0.49469 -4.60696 0.1 -0.6 0.1
H 2.45254 0.98562 -2.04466 -1.0 -0.4 0.0
H 0.27560 2.43209 -2.17962 0.4 -0.7 0.0
H 2.98805 -0.74611 -3.54004 -0.6 0.5 -0.2
H 1.65678 -2.31186 -4.41551 -0.3 0.5 0.0
H -0.31235 -2.56797 -3.12624 -0.1 0.3 -0.4
H 0.90199 -1.10688 -5.45783 -0.3 -0.2 0.4
H -2.25020 0.88378 -4.75586 0.4 -0.3 -0.1
H -2.28078 -1.05346 -3.42304 0.3 -0.2 -0.1
P 1.62417 2.03349 1.01802 -0.1 -0.2 0.0
C 1.32026 2.85629 2.62421 -0.3 0.0 0.4
H 2.17928 3.49962 2.88387 -0.3 -0.2 -0.1
H 1.16864 2.11582 3.42779 0.0 0.3 -0.3
H 0.42025 3.48883 2.53842 0.3 -0.2 0.1
C 3.36228 1.53427 1.28021 0.1 -0.4 0.0
H 3.93002 2.32717 1.78345 -0.1 -0.1 -0.1
H 3.84225 1.30026 0.32214 0.0 0.0 0.2
H 3.36622 0.63786 1.91374 0.1 0.2 -0.2
C 1.88434 3.54207 0.01803 0.0 0.4 -0.1
H 2.30425 3.28399 -0.96401 -0.1 0.2 0.2
H 2.56304 4.24345 0.53015 -0.2 -0.2 -0.3
H 0.90977 4.03703 -0.12176 0.3 0.0 -0.1
P 0.92756 -2.63798 0.30019 -0.1 0.9 0.6
C -0.29037 -3.78423 -0.44161 0.1 -0.4 -0.2
H 0.23507 -4.66711 -0.83768 -0.5 0.1 0.0
H -0.84221 -3.27904 -1.25390 0.1 -0.4 0.2
H -1.00933 -4.08438 0.33957 0.3 0.0 -0.4
C 2.45882 -2.93349 -0.66218 0.2 -0.1 0.2
H 2.27468 -2.94339 -1.74261 0.1 0.0 0.1
H 2.89033 -3.89509 -0.35195 0.0 0.2 -0.3
H 3.16508 -2.12208 -0.41787 -0.2 -0.4 -0.2
C 1.30686 -3.44800 1.87228 0.1 -0.3 0.1
H 1.50483 -4.51691 1.69171 0.0 0.2 0.2
H 0.45892 -3.31548 2.56037 0.4 -0.1 -0.1
H 2.18553 -2.96059 2.32311 -0.4 -0.2 -0.1
F 3.20675 -1.08939 5.84810 -0.1 -0.2 -0.4
C 2.97307 -0.69623 4.59058 0.0 0.2 0.7
F 3.48301 0.54721 4.48501 0.1 -0.4 -0.4
F 3.62183 -1.52658 3.74636 -0.2 0.5 0.4
S 1.16882 -0.63534 4.19722 -0.5 -1.4 -1.3
O 0.64513 -1.95335 4.54731 0.4 0.9 0.1
O 0.64062 0.47584 4.96833 0.2 -0.2 -0.4
O 1.22178 -0.45908 2.72181 -0.2 0.5 1.4
```
Forces are in eV/Å.